Density functional theory data (the ωB97M-V functional and the def2-TZVPD basis) for C34H56BrN9PS3Tc as an isolated structure.

Element x y z (Å)
1 Tc -0.27 -0.88 -0.07
2 S -0.87 1.31 0.10
3 C -2.34 0.81 0.92
4 S -2.46 -0.92 0.87
5 C -3.13 1.66 1.63
6 C -4.23 1.19 2.39
7 N -5.10 0.78 3.02
8 C -2.80 3.04 1.71
9 N -2.46 4.14 1.81
10 C -1.38 3.84 6.82
11 C 0.06 3.51 6.45
12 C 0.23 2.11 5.86
13 C -0.55 1.88 4.57
14 N -0.29 2.89 3.57
15 C 0.68 2.83 2.64
16 S 1.68 1.48 2.47
17 N 0.77 3.88 1.81
18 C 1.70 3.98 0.71
19 C 3.13 4.37 1.09
20 C 3.33 5.82 1.51
21 C 2.69 6.21 2.83
22 H -1.45 4.82 7.28
23 H -1.78 3.11 7.53
24 H -2.04 3.84 5.95
25 H 0.69 3.59 7.34
26 H 0.44 4.25 5.75
27 H -0.10 1.36 6.59
28 H 1.29 1.92 5.66
29 H -1.63 1.89 4.76
30 H -0.30 0.91 4.15
31 H -0.92 3.68 3.53
32 H 0.12 4.64 1.95
33 H 1.28 4.71 0.01
34 H 1.71 3.01 0.20
35 H 3.76 4.16 0.23
36 H 3.46 3.70 1.89
37 H 2.96 6.48 0.71
38 H 4.40 6.01 1.57
39 H 1.60 6.25 2.78
40 H 3.04 7.19 3.16
41 H 2.95 5.49 3.61
42 N -0.01 -3.99 4.39
43 C 0.43 -3.81 3.13
44 C -0.04 -2.73 2.35
45 N 0.41 -2.55 1.12
46 C 1.33 -3.41 0.63
47 C 1.75 -4.46 1.40
48 N 1.32 -4.67 2.64
49 H -0.74 -3.43 4.77
50 H 0.30 -4.80 4.89
51 H -0.79 -2.04 2.72
52 H 1.69 -3.23 -0.37
53 H 2.48 -5.16 1.02
54 Br 5.99 1.70 -1.03
55 C 4.31 0.91 -0.78
56 C 4.10 -0.02 0.23
57 C 2.84 -0.55 0.38
58 N 1.81 -0.24 -0.41
59 C 2.02 0.67 -1.37
60 C 3.24 1.26 -1.60
61 H 4.90 -0.29 0.91
62 H 2.64 -1.23 1.20
63 H 1.16 0.95 -1.96
64 H 3.36 2.00 -2.39
65 C 1.65 -2.57 -3.58
66 C 0.27 -3.22 -3.78
67 C 0.27 -4.54 -3.00
68 C 0.09 -3.54 -5.27
69 P -1.08 -2.11 -3.07
70 N -0.47 -1.62 -1.64
71 C -2.66 -3.07 -2.77
72 C -2.51 -3.93 -1.50
73 C -3.79 -2.07 -2.51
74 C -3.07 -3.97 -3.94
75 C -1.37 -0.63 -4.16
76 C -2.15 -1.00 -5.43
77 C -0.02 -0.03 -4.59
78 C -2.14 0.46 -3.40
79 H 2.40 -3.35 -3.63
80 H 1.74 -2.08 -2.61
81 H 1.89 -1.84 -4.35
82 H 1.16 -5.10 -3.29
83 H -0.59 -5.16 -3.22
84 H 0.32 -4.38 -1.92
85 H 0.87 -4.25 -5.54
86 H 0.21 -2.67 -5.90
87 H -0.86 -4.01 -5.49
88 H -2.12 -3.36 -0.66
89 H -1.89 -4.81 -1.65
90 H -3.51 -4.27 -1.23
91 H -3.54 -1.35 -1.74
92 H -4.65 -2.64 -2.16
93 H -4.10 -1.54 -3.41
94 H -2.38 -4.80 -4.10
95 H -3.19 -3.43 -4.87
96 H -4.03 -4.41 -3.69
97 H -1.69 -1.80 -6.00
98 H -2.17 -0.11 -6.07
99 H -3.19 -1.26 -5.22
100 H 0.48 -0.64 -5.33
101 H 0.65 0.13 -3.75
102 H -0.22 0.94 -5.05
103 H -3.19 0.21 -3.27
104 H -2.09 1.37 -3.99
105 H -1.71 0.66 -2.42

## Properties
HOMO (spin up / spin down)	-9.67 / -10.15	eV
HOMO-LUMO gap (spin up / spin down)	5.845 / 6.579	eV
energy relative to the best compared isomer or geometry (same formula, charge and spin)	0.0	kcal/mol
net charge	+1
2S+1	2
maximum force	1.2	eV/A